74
Properties=species:S:1:pos:R:3:forces:R:3:lowdin_charge:R:1 method="wB97M-V/def2-TZVPD" de_lowest_kcal_mol=11.22 total_charge=+3 lumo_energy_ev="-9.914 / -9.244" orbital_gap_ev="5.9 / 7.4"
H -1.11257 4.13311 1.48423 0.097 -0.071 0.212 0.037
C 2.99273 -0.63955 2.21803 0.264 -0.264 -0.336 -0.227
H -4.78895 -3.03108 1.30458 0.170 -0.117 -0.030 0.080
C 3.06726 1.95999 -1.25727 2.143 2.026 -1.626 -0.366
H 1.56133 -1.12682 -4.81844 -0.096 0.275 0.272 0.069
C -0.25906 1.35384 3.93497 0.552 -0.224 0.008 -0.262
H 0.43786 4.01229 2.35547 -0.236 0.087 0.094 0.050
C -3.16328 3.91601 -2.24948 -0.240 0.246 -0.258 0.001
C 1.80323 -2.20909 -2.30159 0.229 -0.019 0.091 -0.244
H 1.76864 -2.41328 1.86454 0.144 0.095 -0.023 0.070
H -1.44097 -0.29609 -2.59366 0.076 -0.195 -0.188 0.018
H 2.47959 0.29259 -4.23216 -0.203 -0.105 -0.150 0.056
H 3.60921 2.47196 -0.42923 -0.253 -0.185 -0.575 0.092
H -1.39191 4.08082 -0.98902 -0.322 -0.138 -0.318 0.110
C 1.49763 -0.19813 -4.23224 0.329 0.605 0.114 -0.241
H -2.76194 1.05574 3.20031 0.055 0.210 -0.214 0.050
H -4.87254 3.41772 -3.48439 0.183 -0.032 0.182 0.133
H 1.47777 2.23132 -2.75857 0.323 0.266 0.478 0.055
P -2.51677 -2.62157 0.68989 -0.546 0.406 -0.654 0.913
H -0.92693 -4.39777 0.48895 -0.016 0.143 -0.168 0.085
H 5.75502 0.33591 1.16580 -0.035 -0.180 -0.083 0.104
H -1.52355 -3.86243 -1.11116 0.086 0.012 0.272 0.076
H 2.80509 -2.07168 -1.87311 -0.220 -0.174 -0.206 0.027
H 5.61308 -1.29324 1.87993 0.138 0.078 -0.170 0.090
La 1.41297 0.99728 -0.03389 -3.209 -2.600 3.333 1.660
C 2.66912 -2.10743 2.41254 0.041 0.007 0.195 -0.038
C -2.16818 3.42056 -1.39118 0.653 -0.847 0.417 -0.051
H -2.82233 0.98353 1.41434 -0.090 0.156 0.217 0.006
H -1.10280 3.98801 3.27242 0.123 0.001 -0.284 0.070
H -0.90539 0.52329 4.24425 0.251 0.177 -0.027 0.046
H 3.70039 1.28844 -1.85292 -0.332 0.321 0.138 0.078
H 3.50727 -2.73735 2.09596 -0.215 0.058 0.128 0.094
H -2.90649 -1.52001 -0.15019 0.391 -0.634 0.522 0.039
H 3.90694 -0.34499 2.74715 -0.365 -0.009 -0.054 0.131
H -1.01586 -1.97757 -2.22868 0.089 0.284 -0.255 0.014
O 3.18370 -0.31996 0.79087 0.132 -0.398 0.711 -0.451
C -1.89455 -1.97034 2.24120 0.086 0.226 0.339 -0.189
H 1.22512 -2.87110 -1.64321 0.237 0.162 -0.189 0.027
C 1.85465 2.48329 -1.75657 0.749 1.560 -1.929 -0.361
C -0.60674 3.67532 2.34374 0.278 0.064 -0.167 -0.270
C -4.13458 3.04811 -2.77455 -0.099 -0.509 -0.080 -0.017
H -1.38718 1.66072 -0.37522 -0.450 0.262 -0.210 0.018
H -0.81438 -1.77634 2.17161 -0.267 -0.127 0.004 0.043
O -3.43582 0.06980 -0.85638 0.643 1.692 -0.902 -0.047
C -0.74577 -1.10652 -2.84003 -0.410 0.098 0.132 -0.241
P 0.97668 -0.57977 -2.51402 -0.252 -1.378 -1.023 0.748
C 5.60961 -0.72778 0.94290 0.116 -0.008 -0.001 -0.037
H -3.74669 -4.45178 1.64606 -0.080 0.137 -0.162 0.080
H -0.30918 -2.88046 -0.23122 -0.304 -0.180 0.096 0.018
C -3.96462 -3.64977 0.93004 -0.022 -0.122 0.062 -0.182
H 1.89911 -2.67359 -3.29252 -0.007 -0.059 0.385 0.067
H -2.39490 -1.02563 2.48913 0.001 -0.374 -0.060 0.032
H -3.01570 2.53842 2.25059 0.126 -0.236 -0.003 0.071
C -2.15460 2.07997 -1.04775 0.273 0.606 0.380 -0.048
H -2.07914 -2.69803 3.04017 0.115 0.150 -0.099 0.083
H 4.10732 -2.03588 0.06827 0.096 0.243 0.006 0.121
H -3.16402 4.97190 -2.53380 -0.018 -0.386 0.135 0.136
H 6.46453 -1.06324 0.34679 -0.144 0.017 0.114 0.110
C -3.24425 1.20963 -1.41099 -0.376 -1.124 0.437 -0.398
H -4.90642 1.01834 -2.76511 -0.033 0.191 0.023 0.137
H -4.26474 -4.08304 -0.03277 0.079 0.084 0.209 0.080
H 4.38906 -0.53449 -0.84083 -0.017 -0.029 0.172 0.106
C 4.33848 -0.96685 0.16141 0.224 -0.162 0.068 -0.225
C -2.48795 1.57669 2.27471 -0.339 -0.187 -0.444 -0.262
C -4.16446 1.71811 -2.39376 -0.291 0.427 -0.095 0.057
P -0.66902 1.84662 2.21698 -0.671 0.513 0.877 0.706
H 0.78574 1.02268 3.98439 -0.220 0.135 0.305 0.021
H -0.40356 2.20163 4.61588 0.014 -0.267 -0.097 0.068
H 1.39693 3.38732 -1.31324 0.315 -0.244 -0.162 0.070
H 2.16729 0.00136 2.57339 0.190 -0.057 -0.153 0.074
C -1.19331 -3.52397 -0.12007 0.090 -0.280 -0.001 -0.215
H 2.48566 -2.29899 3.47537 0.099 0.005 -0.152 0.107
H 0.76690 0.47017 -4.70415 0.203 -0.065 0.109 0.066
H -0.85481 -1.35690 -3.90350 -0.024 -0.042 0.309 0.074